Record 1
# C12H25IIrN10O4Te

A structure of composition C12H25IIrN10O4Te at a distorted geometry (the ωB97M-V functional and the def2-TZVPD basis, OMol25).

The geometry in XYZ format:
```
54
Properties=species:S:1:pos:R:3:forces:R:3:mulliken_charge:R:1
H -1.60874 -2.46449 3.54711 0.0 0.0 0.0 0.240
N 2.62160 2.77443 -2.43696 0.2 -0.1 -0.1 0.087
H -3.08546 -0.25781 -0.01858 0.0 0.1 0.0 0.333
N 1.07116 1.44474 -1.66164 0.4 -0.1 0.9 -0.142
H -3.31666 1.79123 -4.68327 0.0 0.1 0.1 0.505
N -2.37515 4.04570 2.45725 0.1 0.1 0.0 -0.208
C 3.37725 3.99479 -2.75801 -0.1 0.2 -0.1 -0.837
H 4.13033 -1.53547 3.32626 0.1 0.0 -0.1 0.394
H -2.90504 3.95528 3.32692 0.0 0.0 0.0 0.383
C 1.52058 2.69427 -1.68752 -0.1 0.1 0.0 -0.317
H 5.39490 -0.31114 3.66881 0.0 0.1 -0.1 0.435
H -0.03011 -1.77900 3.69437 0.0 -0.1 0.1 0.172
N -0.87086 -1.89521 3.14730 0.2 -0.1 -0.1 -0.290
O -1.51679 2.21534 0.74574 0.1 0.0 0.0 -1.024
H 3.75054 1.30342 -3.54466 0.0 0.1 -0.1 0.510
H 5.19843 -0.50189 0.83537 0.0 0.0 0.1 0.398
O 1.43086 -0.46489 3.05718 -0.5 -1.1 0.2 -0.829
H 3.87548 -0.33313 4.62270 0.0 0.0 0.0 0.389
O 2.22073 -0.30499 1.07727 0.0 -0.5 0.2 -0.594
C 4.32233 -0.51220 3.64700 -0.2 -0.1 0.2 -1.039
H -2.79904 3.45029 1.73070 0.0 0.0 0.0 0.295
H -2.45811 5.02121 2.15977 0.0 0.0 0.0 0.388
H 1.07072 3.53596 -1.18848 0.0 0.0 0.0 0.524
C -0.58390 2.58434 1.52096 0.0 -0.2 -0.2 0.618
H 4.53382 0.85073 -0.13235 0.0 0.1 0.0 0.189
N -2.12237 -1.39020 1.29283 -0.1 -0.2 -0.2 -0.299
O 0.58160 2.15655 1.48275 -0.1 0.0 0.3 -0.437
H -0.70010 -1.30230 -3.24531 0.0 0.0 0.1 0.557
H 4.38960 3.72444 -3.04256 0.0 -0.1 0.1 0.333
C -1.30585 -0.41684 -3.36318 -0.1 0.1 0.0 -0.034
H -2.47366 2.26752 -2.33135 0.1 0.0 0.0 0.220
H 5.78972 1.16566 1.10619 0.0 0.0 0.1 0.447
C 2.90168 1.51414 -2.91513 0.0 0.1 0.0 -0.487
C -0.96896 -1.36407 1.95318 -0.1 0.4 0.1 0.608
H 2.91289 4.51952 -3.59014 0.0 -0.1 0.0 0.349
N 1.22076 -0.65621 1.85680 -0.7 2.4 0.3 1.171
C -2.06033 -0.04556 -4.47404 0.0 -0.1 -0.2 -0.901
H -0.77277 3.16136 3.57072 -0.2 0.1 0.1 0.320
H -2.88397 -1.96436 1.64024 -0.1 0.1 0.0 0.213
N -2.23651 1.45687 -2.87922 -0.1 0.1 -0.2 -0.052
H -0.27917 4.46836 2.50690 -0.1 0.1 0.0 0.339
C -0.94491 3.61350 2.59712 0.4 -0.1 -0.2 -0.698
C -2.64324 1.15826 -4.12685 0.0 -0.1 0.1 0.006
H 1.82163 -0.36826 -2.59143 0.0 0.0 0.0 0.436
I -2.23540 -1.06599 -6.25353 0.0 0.0 0.0 0.295
Te 3.44195 0.84138 2.30097 1.0 0.1 -0.3 0.896
Ir -0.40662 0.56276 -0.57453 -2.6 -1.0 -2.6 1.598
C 4.92696 0.55215 0.83813 -0.1 0.0 -0.2 -0.857
C 1.93934 0.69039 -2.43126 0.0 0.0 0.1 -0.467
H 3.40792 4.65841 -1.89802 0.0 -0.1 0.1 0.348
N 0.05699 -0.71685 1.27393 1.3 -1.1 0.3 -0.206
N -1.42430 0.50251 -2.39449 0.6 0.2 0.9 -0.141
N -2.23616 -0.81846 0.00749 0.9 0.5 0.4 -0.503
H -2.31102 -1.55764 -0.69147 0.0 0.0 0.0 0.368
```
Forces are in eV/Å.

Computed properties:
net charge	+4
spin multiplicity	2
LUMO level (alpha / beta)	-13.809 / -13.813	eV
energy	-54128.580	eV
relative energy (zero: lowest compared OMol25 entry of this formula, charge and spin)	289.21	kJ/mol
orbital gap (alpha / beta)	3.78 / 3.77	eV
HOMO energy (alpha / beta)	-17.58 / -17.58	eV

Record 2
# C5H16N2O

A structure of composition C5H16N2O at a distorted geometry (the ωB97M-V functional and the def2-TZVPD basis, OMol25).

The geometry in XYZ format:
```
24
Properties=species:S:1:pos:R:3:forces:R:3:mulliken_charge:R:1
H 2.61066 -1.53962 -1.67509 -0.2 0.9 0.5 0.390
H 0.92736 -1.85718 -1.76294 -0.1 -0.2 0.1 0.408
O -3.06298 0.26032 0.23599 0.9 -0.3 -0.4 -0.702
C -0.29753 -0.06215 -0.30037 0.6 -6.7 -0.8 0.863
H -2.36363 -0.33342 -0.34099 -1.8 0.5 0.7 0.403
H -0.87536 0.76061 2.90475 0.5 -0.3 0.2 0.263
H -1.35959 -1.02470 1.20954 -0.1 0.0 0.5 0.475
H 1.77831 1.85880 0.04955 0.1 -0.4 0.8 0.326
H 1.14456 0.57651 -1.71204 0.0 -0.1 -0.2 0.325
H -1.35422 -0.32685 -1.95543 1.1 -0.8 -0.7 0.273
N -1.13387 -0.80607 -1.07956 -0.4 3.2 1.9 -0.820
H -1.60337 1.22058 1.62040 0.5 0.0 -0.2 0.270
C 1.66836 -1.40202 -1.11035 -0.3 -0.8 -0.6 -1.505
C -0.49014 -0.37403 1.22236 -0.5 0.7 -1.2 -1.221
H -3.97537 0.03238 0.05917 0.0 -0.2 -0.2 0.241
H 3.10528 0.67632 -0.04004 -0.5 0.2 -0.7 0.434
C 1.16151 -0.00088 -0.78306 0.4 1.5 -0.4 0.435
C 2.02223 0.78885 0.17065 1.7 0.0 0.4 -1.260
H -0.62213 1.28180 -0.40569 -0.6 2.5 -0.5 -0.243
H 0.35675 -0.95393 1.56398 0.4 0.2 0.2 0.519
N -0.66906 0.90230 1.92093 -1.0 0.0 0.3 -0.591
H 1.74436 -2.04021 -0.23758 0.0 0.0 0.4 0.313
H -0.78825 1.97694 -0.75624 0.2 -0.3 0.5 0.161
H 2.07612 0.38566 1.20208 -1.0 0.6 -0.3 0.244
```
Forces are in eV/Å.

Computed properties:
net charge	0
LUMO level	-0.691	eV
energy	-10468.057	eV
relative energy (zero: lowest compared OMol25 entry of this formula, charge and spin)	430.77	kJ/mol
orbital gap	8.18	eV
HOMO energy	-8.87	eV

Record 3
# C25H42O21

A cluster of 7 separate species, C25H42O21 in total at a distorted geometry (the ωB97M-V functional and the def2-TZVPD basis, OMol25).

The geometry in XYZ format:
```
88
Properties=species:S:1:pos:R:3:forces:R:3:mulliken_charge:R:1
C -7.07676 3.13683 -12.65010 -0.4 -1.2 0.5 -0.614
C -8.95407 15.88905 -13.39948 -2.1 3.3 0.4 -0.388
C -7.92221 9.89679 -18.83841 -0.7 -2.3 -0.2 -1.135
C -2.79188 9.18540 -18.28789 0.2 0.0 1.2 -0.561
H -7.93024 13.13453 -9.40380 -0.1 -0.7 -0.1 0.230
O -2.91708 7.96726 -19.05470 -0.8 1.8 0.6 -0.233
C -7.83753 7.48457 -17.94002 1.3 0.4 -0.5 -0.106
H -9.77583 15.81528 -12.68718 0.0 -0.5 0.4 0.204
H -9.85020 8.17659 -14.26838 -0.2 0.5 0.1 0.229
C -8.27527 13.11800 -8.36998 -1.2 1.6 0.5 -1.223
H -7.23381 7.09689 -9.45928 -0.2 -0.4 -0.2 0.237
H -10.10809 12.49252 -7.20014 0.6 -0.3 0.2 0.265
H -6.74696 11.54998 -15.26134 0.4 0.3 -0.2 0.248
C -7.01768 4.87414 -11.06089 -1.4 -1.6 1.7 0.972
C -7.72078 14.10974 -13.31040 0.6 -2.4 1.1 0.660
C -10.80253 13.38465 -8.96658 0.0 1.2 1.8 -0.498
C -9.75160 12.57934 -8.22653 2.7 1.0 0.8 0.462
H -9.37128 6.14414 -12.51355 -0.3 0.0 0.5 -0.375
C -10.18749 6.35906 -13.20326 2.1 0.1 1.3 1.011
C -6.80981 9.21279 -13.99700 -0.7 -3.0 1.3 0.696
H -7.56424 2.46007 -11.94834 -0.2 0.2 0.3 0.350
O -8.80224 13.86102 -14.08754 1.0 -2.4 -0.3 -0.246
H -6.57048 5.78944 -8.43589 -0.3 -0.2 -0.2 0.317
O -0.61871 7.82585 -19.46427 -4.1 0.0 -0.1 -0.622
H -7.23936 6.74361 -18.47038 0.3 -0.1 0.6 0.255
O -10.72654 10.33211 -10.63506 0.2 4.3 2.1 -0.559
H -5.18474 10.97121 -16.07755 -0.3 0.9 -0.2 0.132
H -9.96975 8.38834 -12.45539 -0.3 0.1 -0.2 -0.691
C -10.06241 7.29434 -17.77888 -4.2 -0.3 0.5 0.729
H -8.93311 16.96568 -13.56841 0.7 0.0 -0.3 0.371
O -7.79382 15.37593 -12.89065 2.1 -0.3 0.7 -0.317
H -7.26982 8.08835 -17.23204 0.2 -0.5 0.3 0.038
H -0.52157 5.54082 -21.04980 -0.5 -0.2 0.2 0.285
O -6.92287 13.26259 -12.96649 -1.1 1.8 -0.6 -0.500
H -6.26595 2.53035 -13.05366 -0.3 0.3 -0.7 0.290
H -7.96253 11.16629 -11.57076 0.4 0.0 -0.2 -0.055
H -7.51325 12.73202 -7.69289 -0.3 -0.6 -0.2 0.363
H -5.16632 11.48578 -14.38841 -0.3 -0.2 0.2 0.286
O -11.20743 6.89522 -17.51015 3.8 0.9 -0.5 -0.602
O -9.68037 11.33281 -8.85869 -2.1 -0.7 -1.5 -0.282
C -9.27459 15.06500 -14.55813 -1.7 0.6 -1.6 -0.301
H -8.86352 15.29468 -15.54117 0.6 0.3 0.1 0.267
O -8.15225 4.65768 -10.68454 0.2 0.9 -0.3 -0.620
H -7.85380 3.47493 -13.33567 0.4 0.1 -0.3 0.147
O -8.91663 6.85827 -17.31261 0.2 -1.7 1.2 -0.263
O -11.73916 7.93755 -13.44566 -2.3 1.1 -0.2 -0.456
H -8.29158 14.18718 -8.15860 -0.1 0.3 0.4 0.390
H -0.56055 7.04844 -21.87332 0.0 0.0 -0.1 0.308
H -2.55711 8.88612 -17.26642 0.3 0.2 0.0 0.297
C -6.38524 6.43246 -9.29630 0.3 0.1 0.2 -0.108
H -5.04551 8.01629 -9.83086 -0.2 0.3 0.0 0.255
H -5.28350 7.92221 -8.09123 -0.2 -0.3 0.0 0.377
H -6.99901 9.68337 -11.18014 0.1 0.1 -0.1 0.223
O -6.41282 4.17428 -11.98815 1.2 0.7 -0.9 -0.363
C -5.17365 7.32601 -8.99708 0.2 -0.1 -1.2 -1.233
H -2.05415 9.90075 -18.65139 0.3 -0.6 -0.3 0.367
H -9.10860 5.84809 -15.00686 0.4 0.0 0.4 0.261
O -7.11004 10.24722 -13.20212 0.4 0.2 -0.1 -0.179
O -6.10589 5.60941 -10.46835 1.0 1.7 0.6 -0.306
O -9.82713 8.33163 -18.57563 -0.5 1.1 -1.5 -0.385
O -7.13608 8.00076 -13.82508 1.1 4.4 -0.7 -0.580
H -10.77772 5.66995 -15.06020 -0.3 -1.0 -0.2 0.453
O -11.42613 5.96793 -12.62515 1.0 -1.7 0.9 -0.420
H -11.70390 13.57545 -8.38415 0.0 -0.2 0.4 0.285
C -1.20132 6.22520 -21.55740 0.4 1.5 0.5 -0.637
H -8.30431 8.00862 -19.96365 -0.3 0.2 -0.2 0.302
H -10.35335 15.06484 -14.71428 0.0 -0.4 0.1 0.269
H -6.86049 9.83543 -19.07735 0.0 0.4 0.0 0.288
H -10.47373 14.38761 -9.23874 0.4 -0.2 -0.7 0.248
H -8.61112 9.58618 -11.94892 0.2 0.0 0.2 -0.413
H -1.69211 5.82497 -22.44455 -0.2 -0.2 0.5 0.235
C -10.34399 7.87889 -13.34337 0.2 -2.0 -0.4 0.683
H -8.06269 10.15610 -17.78906 0.0 0.4 -0.2 0.239
H -3.71968 9.75163 -18.20629 -0.4 -0.6 -0.6 0.089
C -12.35210 6.81786 -12.93331 -2.5 0.9 -0.1 0.625
H -8.47697 10.51661 -19.54279 0.2 0.2 0.2 0.369
O -13.55137 6.61975 -12.78056 2.5 1.1 -0.5 -0.623
C -8.44294 8.41445 -18.96156 -0.3 1.2 0.4 0.266
H -9.72890 4.49149 -14.03015 -0.5 -0.1 -0.5 0.197
C -5.78484 11.04579 -15.17067 0.2 -0.5 -0.6 -0.511
H -4.21357 6.80994 -8.99201 -0.2 -0.4 0.4 0.367
C -1.84585 7.58457 -19.68804 5.5 -0.1 -0.2 0.782
C -9.93609 5.49973 -14.38879 -0.1 0.8 -1.1 -1.386
O -11.16338 12.57686 -9.99369 -0.4 -2.5 -3.1 -0.321
O -2.21368 6.81487 -20.67101 -0.5 -1.8 -1.7 -0.319
C -10.56699 11.34519 -9.93024 0.4 -3.3 -0.7 0.649
O -6.04741 9.64251 -15.02516 -0.8 -1.2 1.0 -0.203
C -7.68597 10.15847 -11.88047 -0.7 -0.8 -0.6 0.764
```
Forces are in eV/Å.

Computed properties:
net charge	0
LUMO level	0.089	eV
energy	-69601.324	eV
relative energy (zero: lowest compared OMol25 entry of this formula, charge and spin)	361.92	kJ/mol
orbital gap	9.88	eV
HOMO energy	-9.79	eV
SMILES	C[C@H]1COC(=O)O1.C[C@H]1COC(=O)O1.C[C@H]1COC(=O)O1.CCOC(=O)OC.COC(=O)OC.COC(=O)OC.O=C1OCCO1